# C31H53N4PS5Sb2Tc

A molecular structure, C31H53N4PS5Sb2Tc at a distorted geometry (ωB97M-V/def2-TZVPD, the OMol25 dataset).

Output
net charge: +2
spin multiplicity: 2
expectation value of S²: 0.78
orbital gap (alpha / beta): 5.0265 / 5.3876 eV

Cartesian coordinates (Å):
Tc: -0.68756 0.81450 -0.79721
C: -2.61314 2.28220 2.22062
Sb: -0.72565 1.38699 1.79815
C: -0.73484 0.04867 3.46371
C: 0.60635 2.99568 2.47862
C: -0.14062 4.28717 2.45961
C: -0.84245 4.67253 3.60214
C: -1.61980 5.81633 3.62084
C: -1.71296 6.59856 2.47894
C: -0.99664 6.24651 1.34801
C: -0.19617 5.10449 1.31676
C: 0.59721 4.81170 0.08216
Sb: -0.37950 3.43510 -1.29493
C: -2.08989 4.58242 -1.85421
C: 0.83351 3.80696 -3.01227
H: -2.61551 2.60393 3.25983
H: -3.39971 1.54552 2.06610
H: -2.79177 3.14450 1.58108
H: -0.79072 0.65436 4.36616
H: 0.15905 -0.56831 3.48206
H: -1.61732 -0.58466 3.39365
H: 1.48514 2.99260 1.83778
H: 0.90185 2.72072 3.49004
H: -0.75616 4.07015 4.50008
H: -2.15755 6.09410 4.51704
H: -2.32663 7.48898 2.47683
H: -1.03644 6.88744 0.47454
H: 1.57585 4.38713 0.30107
H: 0.73529 5.71610 -0.50874
H: -1.74372 5.56491 -2.17037
H: -2.78104 4.68053 -1.02064
H: -2.58195 4.07956 -2.68435
H: 0.91451 4.88285 -3.15614
H: 0.36743 3.36049 -3.88886
H: 1.82589 3.38231 -2.87674
N: 0.39624 -0.61054 -0.58882
P: 1.22974 -1.97336 -0.33403
N: 2.02425 -1.81647 1.09682
C: 2.81886 -0.58700 1.27819
C: 4.22780 -0.91693 1.75504
C: 4.20025 -1.64862 3.10974
C: 2.87066 -2.38878 3.31788
C: 2.34314 -2.93721 1.99877
N: 0.24142 -3.28651 -0.14901
C: 0.24275 -4.39356 -1.12362
C: -1.12288 -4.56798 -1.76706
C: -2.15312 -4.96484 -0.69586
C: -1.78079 -4.38389 0.67821
C: -1.04398 -3.05942 0.53733
N: 2.27515 -2.20313 -1.56940
C: 2.06974 -1.63772 -2.91215
C: 3.42823 -1.29889 -3.50683
C: 4.21646 -2.59367 -3.76510
C: 3.88632 -3.66967 -2.71358
C: 3.47391 -3.04428 -1.38661
H: 2.32582 0.06793 2.01129
H: 2.84935 -0.04858 0.32817
H: 4.80316 0.00607 1.82618
H: 4.71398 -1.54536 1.00766
H: 4.35351 -0.94505 3.92825
H: 5.02317 -2.36250 3.14472
H: 2.12608 -1.71980 3.75359
H: 3.00764 -3.21588 4.01330
H: 1.44076 -3.52873 2.15319
H: 3.10316 -3.59348 1.56127
H: 0.51029 -5.31923 -0.60534
H: 1.01195 -4.20415 -1.87027
H: -1.06461 -5.33882 -2.53510
H: -1.40646 -3.63473 -2.25994
H: -2.19742 -6.05127 -0.61631
H: -3.14818 -4.63446 -0.99461
H: -1.12549 -5.07535 1.21203
H: -2.67300 -4.24825 1.28944
H: -0.83908 -2.62096 1.51998
H: -1.65680 -2.33288 -0.02027
H: 1.43229 -0.75850 -2.81918
H: 1.55859 -2.35777 -3.56247
H: 3.96805 -0.65560 -2.80744
H: 3.30100 -0.74221 -4.43476
H: 5.28480 -2.37845 -3.75770
H: 3.97135 -2.97713 -4.75560
H: 4.75236 -4.30619 -2.53638
H: 3.08086 -4.31660 -3.06848
H: 4.30250 -2.44159 -1.00208
H: 3.25180 -3.82633 -0.65779
C: -6.13277 2.77564 -1.21962
S: -4.68504 1.94196 -0.50285
C: -4.72547 0.40580 -1.34564
C: -3.67601 -0.10053 -2.03349
S: -2.24938 0.80838 -2.44820
S: -3.88099 -1.70437 -2.70205
C: -5.51338 -1.95534 -2.13690
S: -6.35382 -3.31871 -2.41329
S: -6.14050 -0.61069 -1.22071
H: -6.25412 3.70384 -0.66642
H: -7.01718 2.15674 -1.10053
H: -5.94126 2.99259 -2.26698

Cartesian forces (eV/Å) of the 3 atoms listed first:
Tc 0.53 -3.49 0.65
C 0.08 -0.06 -0.02
Sb -0.47 0.80 0.84

Löwdin atomic charge list, values in e, 5 entries: atom 1 (Tc): 0.539, atom 2 (C): -0.298, atom 3 (Sb): 1.334, atom 4 (C): -0.254, atom 5 (C): -0.267